The following is a quantum chemistry calculation of a cluster of 2 separate species, C2H3N2O3S in total at a distorted geometry, from the OMol25 dataset.

Each line ends with the natural charge from an NBO analysis.
Element x y z (Å)
C (1.3622, -1.5801, -0.3602)  0.187
C (1.1909, -0.2409, -0.5752)  -0.130
N (1.5419, -2.7115, -0.1429)  -0.373
N (1.3460, 0.6932, 0.4412)  -0.775
O (-1.2626, 1.5094, 0.7192)  -1.017
O (-2.7811, -0.4410, 0.9086)  -0.963
O (-2.4832, 0.7062, -1.2756)  -0.974
S (-1.8979, 0.3428, 0.0313)  2.020
H (0.9971, 0.1294, -1.5666)  0.217
H (1.4371, 0.2492, 1.3486)  0.369
H (0.5496, 1.3435, 0.4716)  0.437

total charge = -1
Kohn-Sham gap (spin up / spin down) = 7.7 / 7.2 eV
energy above the lowest of the compared OMol25 structures with the same formula, charge and spin = 142.6 kJ/mol
lowest unoccupied orbital energy (spin up / spin down) = 0.1211 / 0.1119 Ha
molar mass = 135.1 g/mol
multiplicity = 1
electronic energy = -811.437241 hartree